Record 1
Formula: C22H23N3O2
Source: the OMol25 dataset
Level of theory: ωB97M-V/def2-TZVPD

```
50
C22H23N3O2 | the OMol25 dataset | ωB97M-V/def2-TZVPD
C -0.08 -4.16 -0.56
C 0.01 -2.87 -1.38
C 0.73 -3.15 -2.71
C -1.39 -2.31 -1.64
C -1.31 -0.93 -2.24
C -2.25 -0.48 -3.15
C -2.17 0.80 -3.68
C -1.13 1.63 -3.30
C -0.18 1.19 -2.40
C -0.26 -0.09 -1.86
C 0.73 -0.56 -0.88
N 1.49 0.31 -0.34
C 2.46 0.02 0.68
C 1.81 -0.28 2.06
C 0.68 0.67 2.30
C 0.77 1.99 2.64
N -0.47 2.56 2.66
C -1.40 1.62 2.32
C -2.78 1.71 2.19
C -3.46 0.57 1.82
C -2.80 -0.64 1.61
C -1.43 -0.74 1.74
C -0.71 0.40 2.08
C 3.31 1.29 0.85
O 4.30 1.33 1.53
O 2.82 2.32 0.18
N 0.74 -1.89 -0.61
H -0.55 -3.96 0.40
H 0.91 -4.57 -0.38
H -0.67 -4.90 -1.08
H 1.74 -3.51 -2.52
H 0.20 -3.92 -3.28
H 0.79 -2.25 -3.31
H -1.93 -2.24 -0.69
H -1.95 -2.97 -2.30
H -3.06 -1.13 -3.44
H -2.91 1.14 -4.38
H -1.05 2.63 -3.72
H 0.64 1.83 -2.10
H 3.14 -0.81 0.42
H 1.43 -1.30 2.08
H 2.58 -0.17 2.82
H 1.65 2.56 2.88
H -0.66 3.52 2.88
H -3.29 2.65 2.37
H -4.54 0.61 1.71
H -3.38 -1.51 1.34
H -0.93 -1.68 1.58
H 2.02 1.96 -0.29
H 1.51 -2.24 -0.07
```

The value obtained for the LUMO energy is 0.519 eV. The calculation puts the energy above the lowest of the compared OMol25 structures with the same formula, charge and spin at 1.1 kcal/mol. As for the energy: -31754.585 eV. For the molecular weight, the calculation gives 361.4 g/mol. The gap between HOMO and LUMO comes out at 8.3304 eV. The SMILES is CC1(C)Cc2ccccc2/C(=N/[C@H](Cc2c[nH]c3ccccc23)C(=O)O)N1. The highest occupied orbital energy is -7.811 eV.

Löwdin population analysis, charges in e, atoms 1 to 8: C -0.024; C -0.545; C -0.012; C -0.073; C -0.163; C -0.029; C -0.073; C -0.072



Record 2
Formula: H37O18S
Source: the OMol25 dataset
Level of theory: ωB97M-V/def2-TZVPD

```
56
H37O18S | the OMol25 dataset | ωB97M-V/def2-TZVPD
S 0.06 -0.60 1.21
H -1.20 -0.92 0.89
H -2.90 0.54 2.70
H -1.76 -0.33 3.28
O -2.47 0.28 3.53
H 3.92 0.02 1.96
H 2.43 -0.39 1.91
O 3.34 -0.74 1.92
H -0.95 4.61 1.27
H -1.90 3.61 1.83
O -1.87 4.35 1.15
H -0.63 -2.53 -4.72
H -2.08 -2.16 -4.28
O -1.37 -1.94 -4.90
H 1.04 -3.89 1.01
H 1.04 -3.21 2.32
O 0.86 -4.09 1.94
H 1.65 1.69 -0.43
H 0.67 2.75 -0.58
O 1.58 2.65 -0.22
H 2.52 -2.66 -1.23
H 3.08 -3.84 -0.34
O 2.57 -3.63 -1.12
H 0.70 0.21 -5.16
H 0.01 -0.80 -4.34
O 0.42 0.09 -4.25
H 3.49 -0.31 -0.77
H 3.79 -1.47 0.20
O 3.87 -1.20 -0.74
H 0.96 -4.65 -1.13
H -0.34 -5.39 -0.69
O 0.16 -5.10 -1.47
H -1.87 2.06 3.50
H -0.72 2.99 3.17
O -1.70 3.00 3.28
H -2.54 4.40 -0.46
H -3.97 4.14 -0.92
O -3.06 4.00 -1.21
H 1.14 2.35 1.46
H 1.07 2.09 3.01
O 0.53 2.09 2.21
H 2.46 1.03 -2.65
H 1.28 0.27 -2.29
O 2.10 0.58 -1.88
H -3.84 0.85 -1.46
H -3.10 2.24 -1.12
O -3.25 1.31 -0.85
H -0.90 -3.97 -2.27
H -1.82 -2.70 -2.26
O -1.73 -3.59 -2.61
H 0.53 0.37 3.67
H 0.96 -0.64 4.71
O 0.69 0.28 4.62
H -0.80 1.90 -1.79
H -1.26 2.79 -0.67
O -0.73 2.81 -1.48
```

The value obtained for the LUMO energy (spin up / spin down) is -0.476 / -3.707 eV. The multiplicity is 2. As for the energy: -48290.471 eV. For the molecular weight, the calculation gives 357.3 g/mol. The gap between HOMO and LUMO (spin up / spin down) comes out at 10.7739 / 7.3930 eV. The highest occupied orbital energy (spin up / spin down) is -11.250 / -11.100 eV.

Löwdin population analysis, charges in e, atoms 1 to 8: S 0.602; H -0.222; H 0.058; H -0.009; O -0.052; H 0.068; H -0.048; O -0.066



Record 3
Formula: C5H8O2
Source: the OMol25 dataset
Level of theory: ωB97M-V/def2-TZVPD

```
15
C5H8O2 | the OMol25 dataset | ωB97M-V/def2-TZVPD
O 2.12 -0.20 1.98
C 1.63 0.27 -0.77
C 0.42 0.14 -0.26
O -0.29 1.11 0.47
C -1.45 0.25 0.44
C -1.87 0.01 -0.96
C -0.73 -0.80 -0.36
H 1.85 0.73 1.86
H 2.17 1.21 -0.71
H 2.03 -0.51 -1.41
H 1.45 -0.69 1.48
H -2.04 0.18 1.34
H -1.67 0.78 -1.70
H -2.78 -0.56 -1.07
H -0.77 -1.88 -0.31
```

The value obtained for the LUMO energy is 0.930 eV. The calculation puts the energy above the lowest of the compared OMol25 structures with the same formula, charge and spin at 75.2 kcal/mol. As for the energy: -9406.572 eV. For the molecular weight, the calculation gives 100.1 g/mol. The gap between HOMO and LUMO comes out at 9.8708 eV. The highest occupied orbital energy is -8.941 eV.

Löwdin population analysis, charges in e, atoms 1 to 8: O -0.073; C 0.077; C -0.375; O 0.004; C -0.222; C -0.036; C -0.114; H 0.033



> Among the records above, which one has the highest molecular weight?

C22H23N3O2



> What is the formula in the first record?

C22H23N3O2



> Which of these has the highest energy?

C5H8O2



> Which value of molecular weight does entry 2 give?

357.3 g/mol